{
  "formula": "C6H10O",
  "method": "ωB97M-V/def2-TZVPD",
  "orbital_gap_ha": 0.361,
  "total_charge": 0,
  "smiles": "CC/C=C\\CC=O",
  "homo_ev": -9.0,
  "relative_energy_kcal_mol": 30.9,
  "total_energy_ev": -8429.899,
  "symbols": ["C", "C", "C", "O", "C", "C", "C", "H", "H", "H", "H", "H", "H", "H", "H", "H", "H"],
  "coordinates": [[2.340, -0.044, -0.149], [1.117, 0.664, 0.454], [0.227, -0.499, 0.782], [-1.761, 1.444, 1.119], [-2.264, 0.528, 0.511], [-1.665, -0.052, -0.761], [-0.751, -0.985, 0.009], [2.013, -0.640, -1.008], [2.765, -0.742, 0.582], [3.118, 0.652, -0.465], [0.681, 1.358, -0.270], [1.409, 1.254, 1.330], [0.534, -1.065, 1.658], [-3.107, -0.048, 0.945], [-2.392, -0.572, -1.394], [-1.179, 0.744, -1.332], [-1.120, -1.991, 0.185]],
  "forces_ev_per_a": [[0.2, 0.0, -0.1], [-0.1, 0.0, 0.0], [0.1, -0.4, -0.2], [-0.8, 0.1, -0.4], [-0.1, 0.6, 0.2], [0.1, 0.1, 0.0], [0.2, -0.1, 0.3], [0.2, 0.2, 0.1], [0.0, 0.1, -0.1], [0.0, 0.0, 0.0], [0.0, -0.2, 0.2], [-0.2, -0.2, -0.1], [0.3, -0.4, -0.3], [-0.1, 0.1, -0.1], [0.1, 0.1, 0.2], [0.1, -0.2, 0.1], [-0.1, 0.2, 0.2]],
  "lowdin_charge": [-0.11, -0.24, -0.15, 0.03, -0.28, -0.13, -0.13, 0.08, 0.07, 0.07, 0.10, 0.11, 0.12, 0.13, 0.11, 0.11, 0.11]
}